{"formula": "C4H3NO3", "method": "ωB97M-V/def2-TZVPD", "homo_ev": -10.62, "homo_lumo_gap_ev": 11.25, "species": ["C", "C", "C", "C", "N", "O", "O", "O", "H", "H", "H"], "xyz": [[0.9783, -2.3800, 2.4687], [-1.9419, -3.6096, 1.6301], [0.3248, -1.5398, 0.2663], [-0.9140, -0.7081, -0.0946], [0.6567, -1.5609, 1.6249], [0.9999, -2.9949, 3.4260], [-2.3520, -2.8988, 2.4034], [1.0205, -2.0384, -0.5812], [-0.3203, 0.1695, -0.5408], [-1.4273, -0.4000, 0.7509], [-1.4090, -1.2674, -0.8588]]}

{"formula": "C15H14AsF6LiN5S", "method": "ωB97M-V/def2-TZVPD", "s2": 0.79, "spin_multiplicity": 2, "total_charge": -2, "homo_ev": [0.78, -0.80], "homo_lumo_gap_ev": [4.01, 5.58], "species": ["Li", "N", "C", "S", "N", "N", "C", "C", "C", "C", "C", "C", "C", "C", "C", "C", "C", "C", "N", "H", "H", "H", "H", "H", "H", "H", "H", "H", "H", "H", "F", "As", "F", "F", "F", "F", "F", "C", "H", "H", "N", "C", "H"], "xyz": [[0.8779, -1.6426, -0.0276], [0.5567, -0.5139, 4.5746], [0.4563, -0.8241, 3.1954], [0.6864, -2.4845, 2.7623], [0.1942, 0.1952, 2.4437], [0.1976, -0.0472, 1.0858], [-0.3489, 0.9178, 0.3570], [-0.9525, 2.1270, 0.9932], [-0.1566, 3.1193, 1.5602], [-0.7243, 4.2461, 2.1349], [-2.1057, 4.4010, 2.1585], [-2.9090, 3.4165, 1.6002], [-2.3338, 2.2924, 1.0218], [-0.3844, 0.8149, -1.0478], [-0.9451, 1.7489, -1.9300], [-1.1542, 1.4302, -3.2898], [-0.7480, 0.2444, -3.8319], [0.0643, -0.6771, -3.0125], [0.2062, -0.3975, -1.5596], [0.2652, -1.3024, 5.1333], [0.0307, 0.3266, 4.7811], [0.9174, 2.9845, 1.5594], [-0.0872, 5.0062, 2.5736], [-2.5510, 5.2804, 2.6103], [-3.9881, 3.5233, 1.6139], [-2.9556, 1.5244, 0.5778], [-1.3392, 2.6753, -1.5345], [-1.7028, 2.1390, -3.9047], [-0.9940, -0.0476, -4.8446], [-0.0241, -1.7366, -3.2244], [0.1859, -3.4898, -0.6665], [0.9343, -4.6529, -1.7500], [-0.1610, -4.1728, -3.0124], [2.0520, -3.4203, -2.2665], [1.6761, -5.7976, -2.8355], [2.0330, -5.1212, -0.4957], [-0.1983, -5.8596, -1.2298], [1.3649, -0.2188, -2.4541], [2.1749, -0.9253, -2.3119], [1.6417, 0.8096, -2.6616], [3.7315, -1.9181, 1.6471], [2.8477, -1.9017, 0.8631], [3.6688, -2.0712, 2.6442]]}

Energy above the lowest of the compared OMol25 structures with the same formula, charge and spin? In order: 25.5; 2.7 kcal/mol.